1.
The following is a quantum chemistry calculation of 2 unconnected molecules or ions with the total composition C3H11NO in a non-equilibrium geometry, from the Open Molecules 2025 dataset.

```
16
C3H11NO | the Open Molecules 2025 dataset | ωB97M-V/def2-TZVPD
C 0.06 1.12 -0.87
N -0.02 -0.07 -0.04
C -1.26 0.03 0.73
C -0.08 -1.22 -0.95
H 0.17 1.99 -0.21
H -0.80 1.29 -1.53
H 0.99 1.12 -1.44
H -1.53 -0.91 1.19
H -1.13 0.74 1.56
H -2.10 0.37 0.11
H -0.30 -2.12 -0.36
H 0.88 -1.38 -1.43
H -0.89 -1.14 -1.68
O 1.89 -0.06 1.99
H 2.81 0.03 1.70
H 1.32 0.20 1.23
```

Its SMILES is CN(C)C.O. The calculation puts the energy above the lowest of the compared OMol25 structures with the same formula, charge and spin at 70.34 kJ/mol. The calculation puts the frontier orbital gap at 10.3379 eV. For the total energy, the calculation gives -6826.5165 eV. As for the HOMO energy: -0.3455 Ha.

Mulliken population analysis, charges in e, atoms 1 to 5: -1.0732, -0.1743, -0.9985, -0.9384, 0.3493

2.
The following is a quantum chemistry calculation of a single C16H24N4O8 molecule in a non-equilibrium geometry, from the Open Molecules 2025 dataset.

```
52
C16H24N4O8 | the Open Molecules 2025 dataset | ωB97M-V/def2-TZVPD
C 2.37 -1.88 3.83
O 2.59 -0.40 3.16
C 1.40 0.16 3.33
O 0.35 -0.17 4.04
C 1.67 1.47 2.37
C 0.38 1.86 1.71
C 0.49 2.25 0.31
O 1.61 2.01 -0.31
N -0.46 2.42 -0.52
C -0.60 2.69 -1.71
N -0.98 1.94 -2.84
C -0.60 0.39 -2.81
N -0.78 -0.20 -1.33
C 0.34 -0.66 -0.63
O -0.06 -1.28 0.59
C 1.59 -0.91 -1.23
C 2.42 -1.80 -0.16
C 2.01 -3.01 -0.19
O 2.05 -3.59 1.00
O 1.08 -3.28 -0.79
C 0.37 -4.73 -0.81
C -2.12 -0.05 -1.05
C -2.57 1.42 -1.04
N -4.15 1.22 -0.55
O -4.79 0.58 -1.17
O -4.59 2.05 0.23
C -2.65 1.87 -2.32
C -1.88 2.56 0.00
H 3.31 -1.88 4.27
H 1.52 -1.88 4.35
H 2.34 -2.59 3.03
H 1.91 2.20 3.09
H 2.38 1.32 1.64
H -0.13 2.73 2.11
H -0.38 0.90 1.89
H 0.65 2.77 -2.08
H -0.84 3.61 -2.05
H 0.58 0.66 -2.77
H -0.90 -0.14 -3.49
H 1.62 -1.19 -2.09
H 2.11 0.21 -1.22
H 2.79 -1.09 0.64
H 3.43 -1.86 -0.75
H 1.10 -5.50 -0.31
H -0.36 -4.52 0.23
H -0.14 -4.94 -1.69
H -2.15 -0.28 0.11
H -2.78 -0.62 -1.43
H -3.08 0.92 -2.97
H -2.85 2.80 -2.48
H -2.11 1.98 0.94
H -2.57 3.50 -0.08
```

Its SMILES is COC(=O)CCC(=O)N1CN2CN(C(=O)CCC(=O)OC)CC([N+](=O)[O-])(C2)C1. The calculation puts the frontier orbital gap at 9.1699 eV. For the total energy, the calculation gives -39299.0330 eV. As for the HOMO energy: -0.3302 Ha.

Mulliken population analysis, charges in e, atoms 1 to 5: -0.6235, -0.3634, 0.7536, -0.7015, -1.1299

3.
The following is a quantum chemistry calculation of 10 unconnected molecules or ions with the total composition C31H41Cl8F3O3 in a non-equilibrium geometry, from the Open Molecules 2025 dataset.

```
86
C31H41Cl8F3O3 | the Open Molecules 2025 dataset | ωB97M-V/def2-TZVPD
F 1.77 -3.45 -0.87
C 3.03 -3.87 -1.01
C 4.11 -3.36 -0.31
C 5.35 -3.99 -0.38
C 5.52 -5.13 -1.14
C 4.41 -5.69 -1.80
C 3.23 -4.96 -1.85
H 3.91 -2.51 0.33
H 6.15 -3.60 0.23
H 6.51 -5.54 -1.21
H 4.51 -6.63 -2.31
H 2.39 -5.30 -2.44
F 2.71 -3.51 3.40
C 2.96 -2.19 3.49
C 2.03 -1.31 4.09
C 2.44 0.00 4.33
C 3.65 0.50 3.82
C 4.55 -0.40 3.19
C 4.18 -1.72 3.02
H 1.05 -1.69 4.34
H 1.81 0.61 4.97
H 3.93 1.53 3.98
H 5.54 -0.06 2.92
H 4.89 -2.40 2.57
F -3.63 -1.33 -4.54
C -2.85 -1.78 -3.59
C -3.39 -2.29 -2.41
C -2.54 -2.78 -1.37
C -1.15 -2.83 -1.64
C -0.67 -2.36 -2.83
C -1.50 -1.80 -3.80
H -4.44 -2.19 -2.14
H -2.92 -3.13 -0.42
H -0.44 -3.17 -0.90
H 0.39 -2.30 -3.02
H -0.99 -1.41 -4.67
C -3.36 1.91 -5.77
C -3.67 2.30 -4.30
C -2.70 1.82 -3.18
O -4.66 2.96 -4.02
H -4.16 2.22 -6.45
H -3.32 0.84 -5.99
H -2.50 2.47 -6.13
H -3.16 1.02 -2.61
H -2.54 2.69 -2.54
H -1.73 1.55 -3.59
C 1.05 6.74 -0.77
C 1.47 5.40 -1.28
C 1.24 4.28 -0.28
O 1.84 5.21 -2.47
H 1.38 6.77 0.27
H -0.03 6.87 -0.92
H 1.51 7.55 -1.34
H 2.01 4.35 0.49
H 1.19 3.33 -0.82
H 0.24 4.48 0.10
C 0.79 -0.71 0.73
C -0.01 0.58 0.78
C -0.80 0.96 -0.51
O 0.13 1.33 1.75
H 0.16 -1.58 0.88
H 1.48 -0.73 1.58
H 1.34 -0.87 -0.19
H -0.88 2.03 -0.71
H -1.84 0.65 -0.34
H -0.55 0.29 -1.33
Cl -1.83 -2.40 2.75
C -1.18 -4.01 3.21
Cl -1.32 -5.20 1.90
H -0.13 -3.84 3.43
H -1.63 -4.44 4.11
Cl 0.33 5.30 3.35
C 0.42 3.60 3.97
Cl 0.75 3.57 5.72
H -0.55 3.13 3.77
H 1.32 3.16 3.54
Cl -4.52 0.29 0.03
C -5.19 -0.87 1.19
Cl -5.26 -2.50 0.54
H -4.50 -0.85 2.03
H -6.16 -0.55 1.58
Cl -3.50 2.77 2.43
C -3.43 4.31 1.59
Cl -2.55 4.20 0.10
H -4.46 4.60 1.36
H -3.05 5.03 2.31
```

Its SMILES is Fc1ccccc1.Fc1ccccc1.Fc1ccccc1.CC(C)=O.CC(C)=O.CC(C)=O.ClCCl.ClCCl.ClCCl.ClCCl. The calculation puts the energy above the lowest of the compared OMol25 structures with the same formula, charge and spin at 0.00 kJ/mol. The calculation puts the frontier orbital gap at 9.6068 eV. For the total energy, the calculation gives -147285.0858 eV. As for the HOMO energy: -0.3404 Ha.

Mulliken population analysis, charges in e, atoms 1 to 5: 0.1371, 0.2067, -0.2513, -0.4423, -0.4844

4.
The following is a quantum chemistry calculation of 2 unconnected molecules or ions with the total composition C4H11N3O2 in a non-equilibrium geometry, from the Open Molecules 2025 dataset.

```
20
C4H11N3O2 | the Open Molecules 2025 dataset | ωB97M-V/def2-TZVPD
H -1.30 2.27 -0.09
N -0.96 1.35 0.05
C -0.60 0.80 1.17
N -0.48 -0.61 1.03
N -0.53 1.18 2.55
C -1.73 0.44 3.33
H -0.01 -1.08 1.71
H -0.41 -1.13 0.06
H -0.88 2.14 2.59
H -2.33 1.29 3.44
H -1.53 -0.08 4.30
H -2.14 -0.45 2.62
C 2.02 -1.22 -3.17
C 1.11 -0.71 -2.03
O 1.29 -1.19 -0.88
O 0.12 0.12 -2.14
H 2.36 -2.23 -2.79
H 2.75 -0.44 -3.37
H 1.57 -1.61 -4.17
H -0.32 0.55 -1.27
```

Its SMILES is [H]/N=C(/N)NC.CC(=O)O. The calculation puts the energy above the lowest of the compared OMol25 structures with the same formula, charge and spin at 267.12 kJ/mol. The calculation puts the frontier orbital gap at 9.8534 eV. For the total energy, the calculation gives -12890.0614 eV. As for the HOMO energy: -0.3307 Ha.

Mulliken population analysis, charges in e, atoms 1 to 5: 0.1077, -0.7084, 0.5816, -0.4684, -0.3758

5.
The following is a quantum chemistry calculation of 2 unconnected molecules or ions with the total composition C3H5NO2 in a non-equilibrium geometry, from the Open Molecules 2025 dataset.

```
11
C3H5NO2 | the Open Molecules 2025 dataset | ωB97M-V/def2-TZVPD
H -2.42 -0.49 -1.37
N -2.01 0.22 -0.77
C -0.91 -0.14 -0.29
O -0.16 -1.29 -0.46
C 0.90 -0.86 0.42
C 0.07 0.39 0.76
O 0.03 1.17 1.66
H 1.86 -0.80 -0.11
H 0.98 -1.46 1.32
H 0.78 1.86 0.02
H 0.93 1.50 -0.61
```

Its SMILES is [H]/N=C1\OCC1=O.[H][H]. The calculation puts the energy above the lowest of the compared OMol25 structures with the same formula, charge and spin at 379.46 kJ/mol. The calculation puts the frontier orbital gap at 10.2745 eV. For the total energy, the calculation gives -8773.7618 eV. As for the HOMO energy: -0.3845 Ha.

Mulliken population analysis, charges in e, atoms 1 to 5: 0.2893, -0.5997, 0.4956, -0.3686, -0.1415

6.
The following is a quantum chemistry calculation of 3 unconnected molecules or ions with the total composition C25H51I2N5O5P in a non-equilibrium geometry, from the Open Molecules 2025 dataset.

```
89
C25H51I2N5O5P | the Open Molecules 2025 dataset | ωB97M-V/def2-TZVPD
N -3.58 1.24 -4.71
C -2.41 1.57 -5.34
N -2.28 2.67 -6.12
I -3.81 2.98 -7.47
C -0.86 2.70 -6.58
C -0.39 1.27 -6.35
C 1.12 1.18 -6.17
P 1.93 1.79 -4.65
O 2.92 2.79 -4.98
O 2.52 0.52 -3.90
O 0.75 2.33 -3.70
N -1.28 0.89 -5.22
C -1.13 -0.36 -4.46
C -1.93 -1.57 -4.95
C -1.78 -1.89 -6.43
I 0.17 -2.62 -6.90
H -3.79 1.54 -3.77
H -4.26 0.68 -5.18
H -0.76 3.06 -7.60
H -0.34 3.38 -5.90
H -0.66 0.65 -7.21
H 1.56 1.82 -6.94
H 1.47 0.17 -6.38
H 1.93 -0.19 -3.63
H 0.54 1.79 -2.93
H -1.38 -0.16 -3.42
H -0.07 -0.60 -4.52
H -2.98 -1.47 -4.71
H -1.56 -2.40 -4.36
H -1.96 -1.04 -7.07
H -2.47 -2.68 -6.72
C 1.80 -0.28 1.68
C 2.18 -1.41 0.72
C 3.07 -2.44 1.43
C 4.48 -1.93 1.70
C 5.15 -1.44 0.42
C 4.32 -0.39 -0.33
N 2.91 -0.90 -0.49
O 2.73 -1.63 -1.54
C 4.34 0.96 0.39
C 4.89 -0.17 -1.73
C 0.88 -2.06 0.26
H 1.30 0.54 1.15
H 1.10 -0.66 2.42
H 2.64 0.14 2.23
H 3.12 -3.34 0.81
H 2.58 -2.72 2.36
H 4.46 -1.14 2.46
H 5.08 -2.74 2.13
H 6.13 -1.01 0.63
H 5.30 -2.29 -0.24
H 3.57 1.62 0.01
H 5.31 1.43 0.21
H 4.22 0.88 1.47
H 4.99 -1.10 -2.27
H 5.86 0.31 -1.66
H 4.21 0.48 -2.28
H 0.27 -1.35 -0.30
H 0.32 -2.36 1.14
H 1.06 -2.93 -0.36
C -2.52 -1.03 7.08
C -1.61 -0.12 6.24
C -1.79 1.35 6.63
C -3.12 1.94 6.16
C -3.31 1.75 4.65
C -3.17 0.29 4.21
N -1.88 -0.26 4.77
O -0.86 0.02 4.04
C -4.38 -0.54 4.65
C -3.09 0.20 2.69
C -0.17 -0.56 6.50
H -2.50 -2.05 6.69
H -2.14 -1.04 8.10
H -3.55 -0.69 7.13
H -0.97 1.93 6.19
H -1.70 1.44 7.71
H -3.95 1.50 6.71
H -3.14 3.01 6.39
H -4.29 2.11 4.33
H -2.55 2.34 4.12
H -4.18 -1.61 4.56
H -5.22 -0.30 3.99
H -4.71 -0.33 5.66
H -2.29 0.83 2.29
H -4.04 0.54 2.28
H -2.91 -0.83 2.37
H -0.01 -1.58 6.15
H 0.01 -0.52 7.57
H 0.54 0.09 6.00
```

The calculation puts the frontier orbital gap (spin up / spin down) at 5.1781 / 6.3938 eV. For the total energy, the calculation gives -69923.6517 eV. As for the expectation value of S²: 2.009. Its total charge is +1. Its spin multiplicity is 3. As for the HOMO energy (spin up / spin down): -0.3558 / -0.4004 Ha.

Mulliken population analysis, charges in e, atoms 1 to 5: -0.2869, 0.2235, -0.5546, 0.3088, -0.8199

Question: Number 2 is which compound?
Answer: C16H24N4O8